Entry from OMol25: a molecular structure, C31H33AlClN2O2Si2 at a distorted geometry (ωB97M-V/def2-TZVPD).

## Properties
- Energy above the lowest of the compared OMol25 structures with the same formula, charge and spin: 136.6 kcal per mole
- Gap between HOMO and LUMO (alpha / beta): 4.01 / 3.94 eV
- Electronic energy: -74622.8272 eV
- Charge: +1
- M: 584.2 g/mol

Each line ends with the Mulliken charge.
Geometry (Å):
1 C -0.84243 3.29163 2.10329  -0.804
2 C -0.21208 2.63784 0.93891  0.034
3 C -1.32976 2.02485 0.21196  -0.064
4 H 0.63959 3.10110 0.42536  0.905
5 C -2.51172 2.26154 0.92118  -0.533
6 C -2.21352 3.03379 2.07741  -1.098
7 H -2.93580 3.42739 2.79219  0.439
8 H -0.35054 4.02650 2.73559  0.477
9 H -1.24406 1.52564 -0.75908  0.113
10 H -3.51541 1.96853 0.62269  0.359
11 Al 0.69496 0.96291 1.74929  0.582
12 Si 1.20570 0.44500 -1.11699  0.502
13 C 2.80440 -0.17499 -1.93729  0.659
14 C 2.92952 -1.51128 -2.33870  0.019
15 H 2.17262 -2.24254 -2.04451  0.053
16 C 4.04062 -1.93839 -3.08008  -1.087
17 H 4.08180 -2.96423 -3.45526  0.425
18 C 5.08965 -1.04216 -3.31428  -0.446
19 H 5.94349 -1.35377 -3.91465  0.399
20 C 5.05041 0.24476 -2.76269  -0.695
21 H 5.91790 0.90658 -2.86612  0.401
22 C 3.90558 0.67771 -2.07656  -0.450
23 H 3.88225 1.67712 -1.63619  0.345
24 C -0.09340 0.18559 -2.47272  0.123
25 C -0.39866 1.24127 -3.31545  -0.134
26 H 0.14942 2.18656 -3.20206  0.379
27 C -1.37779 1.12683 -4.31926  -0.574
28 H -1.57226 1.97512 -4.97111  0.442
29 C -2.08267 -0.07305 -4.50745  -0.650
30 H -2.94155 -0.08554 -5.17772  0.434
31 C -1.70439 -1.22109 -3.84847  -1.091
32 H -2.25827 -2.15541 -4.00646  0.552
33 C -0.57960 -1.18972 -2.88357  1.077
34 H 0.25991 -1.88190 -3.12541  0.390
35 H 1.52989 1.81182 -0.71273  -0.451
36 Si -1.33409 -2.29929 -1.46442  0.093
37 C -2.82121 -1.42349 -0.76534  0.965
38 C -3.28361 -0.17569 -1.19758  0.219
39 H -2.69520 0.41113 -1.91108  -0.025
40 C -4.54463 0.29265 -0.80224  -0.731
41 H -4.90742 1.25188 -1.19491  0.338
42 C -5.33396 -0.44884 0.08788  -0.356
43 H -6.31290 -0.06315 0.39393  0.404
44 C -4.85487 -1.68372 0.54564  -0.792
45 H -5.47297 -2.29308 1.20386  0.404
46 C -3.60977 -2.16299 0.13326  -0.673
47 H -3.26117 -3.15013 0.44853  0.370
48 C 0.17291 -2.29389 -0.37599  -0.260
49 C 0.71531 -0.98046 0.06660  2.069
50 H -0.16865 -0.38976 0.46146  -0.305
51 C 1.97605 -0.98206 0.82699  -1.586
52 H 2.75287 -0.22591 0.58070  0.579
53 C 2.47874 -2.20834 1.29099  -0.246
54 H 3.41109 -2.20013 1.87074  0.492
55 C 1.89434 -3.41663 0.91907  -1.251
56 H 2.35918 -4.34852 1.23883  0.389
57 C 0.74952 -3.45136 0.10372  -0.257
58 H 0.33557 -4.41698 -0.19435  0.429
59 H -1.70294 -3.59493 -1.79772  -0.304
60 Cl -0.60695 -0.43729 2.79659  -0.366
61 C -0.67022 2.16750 6.06330  -0.571
62 O 0.76335 2.02732 5.72310  -0.458
63 C 1.09305 1.77737 4.47033  0.628
64 O 0.40519 2.05964 3.44645  -0.417
65 N 2.26645 1.17486 4.25808  -0.456
66 N 2.40912 0.62286 2.94183  -0.207
67 H -1.08025 3.07707 5.62172  0.279
68 H -0.68396 2.22804 7.14997  0.267
69 H -1.21741 1.28012 5.72980  0.277
70 H 2.82526 0.82751 5.03268  0.279
71 H 2.52105 -0.39887 3.01609  0.370
72 H 3.29933 0.94154 2.54842  0.375

Force components x, y, z for each atom (eV/Å):
-2.1 1.2 -1.3
0.6 -0.3 0.6
-1.5 0.1 -0.1
-0.6 0.3 0.1
1.1 -0.6 -1.2
1.8 0.9 0.3
0.2 -0.2 -0.2
-0.2 -0.4 -0.1
-0.2 0.3 0.6
0.5 -0.1 0.2
-1.0 -0.5 2.3
1.1 -2.5 -2.7
-0.1 0.3 0.5
0.3 -0.1 -0.5
0.1 0.2 -0.2
-0.2 0.3 0.3
0.1 0.4 0.2
-0.2 0.2 0.1
-0.1 0.1 0.2
0.0 -0.1 0.1
-0.4 -0.2 0.0
0.3 -0.3 -0.4
0.0 -0.1 -0.3
0.5 -0.8 -1.4
-0.7 0.3 -0.1
-0.5 -0.3 0.1
0.6 -0.3 0.1
-0.1 -0.1 0.1
-0.5 0.1 0.2
0.3 -0.1 0.1
1.1 0.4 0.0
0.4 0.3 -0.2
-0.7 1.2 -1.0
-0.5 0.3 0.3
-0.3 0.2 -0.1
1.3 2.1 2.7
-0.3 0.0 -0.1
-0.6 -0.2 -0.2
-0.3 -0.2 0.3
0.1 0.0 0.0
0.1 -0.4 0.2
0.5 0.0 -0.4
0.4 -0.3 -0.1
0.0 0.1 0.1
0.2 0.2 -0.1
-0.3 0.2 -0.3
-0.2 0.3 0.1
-0.6 -1.0 -0.2
-1.0 2.0 -0.6
0.1 -1.1 0.3
0.4 1.0 0.9
-0.1 -0.8 -0.1
-0.2 -0.8 -0.2
-0.2 -0.2 -0.3
1.2 0.2 1.4
-0.2 0.2 0.0
-0.6 1.0 -1.0
0.1 0.2 0.0
-0.4 -1.8 -1.0
-0.1 -0.3 0.2
0.3 0.0 -0.2
0.1 -0.3 -0.6
-2.0 0.7 -1.4
1.9 -0.9 3.2
1.0 -0.5 0.3
1.0 0.3 1.2
0.1 -0.2 0.0
0.1 0.0 -0.2
0.2 0.2 -0.1
-0.2 0.0 -0.3
-0.6 0.3 -0.1
-0.2 0.2 0.0